(1)
ORCA calculation (ωB97M-V/def2-TZVPD) on a 7-piece molecular cluster, C8H24O6 overall.

As for the total energy: -770.6380 a.u. Its maximum force is 0.55 eV/Å. The calculation puts the HOMO energy at -8.2 eV. As for the energy above the lowest of the compared OMol25 structures with the same formula, charge and spin: 0.0 kcal/mol. The charge is 0. The molecular weight is 216.27 g/mol.

Each line ends with the Mulliken charge.
Positions of all 38 atoms, in Å:
C1 2.972 -0.043 -1.978  -1.11
C2 2.478 0.707 -0.996  0.51
C3 3.261 1.835 -0.385  -1.32
C4 1.131 0.427 -0.464  0.73
C5 0.320 1.334 0.090  -1.02
C6 -1.032 1.029 0.560  0.54
C7 -1.825 1.967 1.074  -0.12
C8 -3.210 1.708 1.575  -1.19
H1 2.412 -0.841 -2.454  0.29
H2 3.954 0.134 -2.401  0.29
H3 2.889 2.799 -0.736  0.28
H4 4.321 1.783 -0.632  0.41
H5 3.193 1.827 0.700  0.25
H6 0.807 -0.606 -0.544  0.19
H7 0.626 2.371 0.188  0.17
H8 -1.374 0.002 0.482  -0.09
H9 -1.476 2.991 1.170  0.36
H10 -3.305 1.997 2.623  0.32
H11 -3.944 2.279 1.004  0.33
H12 -3.491 0.655 1.511  0.26
O1 -1.595 -0.797 -2.562  -0.78
H13 -0.854 -1.430 -2.689  0.41
H14 -1.186 0.048 -2.343  0.33
O2 0.305 -1.375 2.318  -0.67
H15 0.064 -1.975 1.594  0.46
H16 0.642 -0.600 1.860  0.22
O3 -2.919 -2.116 -0.571  -0.77
H17 -2.573 -1.587 -1.335  0.44
H18 -3.441 -1.482 -0.068  0.29
O4 1.690 2.123 2.824  -0.61
H19 1.591 2.280 3.768  0.29
H20 1.303 1.259 2.650  0.30
O5 0.398 -2.670 -2.368  -0.69
H21 0.184 -2.814 -1.423  0.44
H22 0.213 -3.497 -2.824  0.27
O6 -0.507 -3.064 0.200  -0.77
H23 -1.413 -2.716 0.005  0.46
H24 -0.610 -3.944 0.580  0.29

(2)
ORCA calculation (ωB97M-V/def2-TZVPD) on C21H36BBr3IN5O2 as an isolated structure.

As for the total energy: -9290.6231 a.u. Its maximum force is 3.41 eV/Å. The calculation puts the HOMO energy at -9.0 eV. The charge is 0. The molecular weight is 767.98 g/mol.

Each line ends with the Mulliken charge.
Positions of all 69 atoms, in Å:
C1 1.748 2.963 1.893  -0.39
O1 1.023 1.745 2.111  0.21
B1 1.724 0.627 2.480  0.49
O2 2.814 0.659 3.313  -0.35
C2 1.329 -0.771 1.765  1.78
C3 2.416 -1.737 2.052  -1.60
N1 3.239 -2.491 2.244  -0.66
C4 1.303 -0.516 0.229  0.13
C5 1.466 -1.770 -0.641  -0.90
C6 1.267 -1.476 -2.141  0.21
C7 2.288 -2.138 -3.084  -1.21
N2 1.635 -3.175 -3.904  -0.41
C8 0.941 -4.172 -3.137  0.36
N3 -0.304 -4.344 -3.321  -0.64
N4 1.734 -4.924 -2.252  -0.61
C9 -0.043 -1.339 2.310  -0.56
I1 -0.254 -0.730 4.414  0.11
C10 -0.075 -2.810 2.368  0.44
N5 -0.150 -3.932 2.417  -0.63
C11 -1.303 -0.799 1.578  -0.34
C12 -1.712 -1.531 0.289  0.72
C13 -3.135 -1.183 -0.186  0.29
C14 -3.886 -2.476 -0.562  -1.94
C15 -3.186 -0.208 -1.389  -1.58
C16 -1.962 0.690 -1.584  -0.16
C17 -1.770 1.649 -0.432  -0.45
C18 -0.794 2.561 -0.323  1.57
C19 -0.719 3.463 0.901  -1.72
C20 0.267 2.725 -1.392  -1.34
H1 2.763 2.765 1.532  0.33
H2 1.200 3.527 1.134  -0.45
H3 1.812 3.552 2.818  0.13
H4 2.699 1.226 4.087  0.29
H5 2.142 0.158 -0.012  0.96
H6 0.396 0.045 -0.030  -0.91
H7 2.485 -2.152 -0.486  1.20
H8 0.762 -2.543 -0.309  -0.20
H9 1.322 -0.384 -2.287  -0.23
H10 0.261 -1.775 -2.463  0.49
H11 3.140 -2.537 -2.504  0.36
H12 2.711 -1.401 -3.777  0.43
H13 2.327 -3.643 -4.484  0.30
H14 -0.647 -5.115 -2.744  0.25
H15 2.633 -4.503 -2.052  0.30
H16 1.266 -5.124 -1.373  0.26
H17 -1.143 0.274 1.410  -0.69
H18 -2.145 -0.882 2.280  1.22
H19 -1.662 -2.612 0.481  1.00
H20 -1.002 -1.327 -0.516  -1.37
H21 -3.691 -0.735 0.655  0.47
H22 -3.301 -3.029 -1.313  0.39
H23 -4.011 -3.136 0.303  0.42
H24 -4.861 -2.255 -1.013  0.46
H25 -4.057 0.452 -1.244  0.35
H26 -3.392 -0.777 -2.306  0.48
H27 -1.051 0.088 -1.747  -0.45
H28 -2.088 1.264 -2.517  0.68
H29 -2.490 1.570 0.393  0.55
H30 -0.628 2.864 1.819  0.18
H31 0.151 4.131 0.848  0.71
H32 -1.607 4.098 0.973  0.41
H33 -0.082 3.406 -2.183  0.40
H34 1.176 3.173 -0.968  0.35
H35 0.535 1.768 -1.866  0.10
C21 0.439 7.121 2.747  -0.32
Br1 0.455 5.774 4.120  -0.02
Br2 1.989 6.984 1.618  -0.03
Br3 -1.181 7.049 1.721  0.00
H36 0.477 8.084 3.236  0.34

(3)
ORCA calculation (ωB97M-V/def2-TZVPD) on C26H43As3CdO6S5 as an isolated structure.

As for the total energy: -10334.0171 a.u. Its maximum force is 0.29 eV/Å. The calculation puts the HOMO energy at -8.3 eV. As for the energy above the lowest of the compared OMol25 structures with the same formula, charge and spin: 3.2 kcal/mol. The charge is 0. The molecular weight is 949.14 g/mol.

Each line ends with the Mulliken charge.
Positions of all 84 atoms, in Å:
Cd1 -0.600 -0.472 0.142  2.81
C1 1.939 1.094 2.507  -1.12
C2 2.980 1.164 1.387  -0.51
S1 2.638 -0.168 0.215  0.33
C3 3.564 0.320 -1.261  -0.96
C4 3.368 1.751 -1.741  -1.14
S2 1.606 2.146 -1.842  0.59
C5 1.727 3.939 -2.049  -1.26
C6 0.372 4.611 -1.828  -0.87
S3 -0.571 3.998 -0.401  0.03
C7 0.690 4.091 0.890  0.44
C8 0.231 3.350 2.140  -1.35
S4 0.234 1.539 2.073  0.23
H1 2.230 1.732 3.343  0.67
H2 1.850 0.069 2.871  0.28
H3 3.972 1.047 1.829  0.46
H4 2.939 2.131 0.888  -0.07
H5 3.193 -0.385 -2.007  0.30
H6 4.628 0.131 -1.115  0.55
H7 3.845 1.869 -2.716  0.57
H8 3.841 2.456 -1.053  0.39
H9 2.089 4.194 -3.046  0.56
H10 2.458 4.323 -1.333  0.45
H11 -0.283 4.439 -2.684  0.29
H12 0.512 5.689 -1.740  0.57
H13 0.883 5.138 1.133  0.46
H14 1.603 3.639 0.510  -0.69
H15 -0.796 3.626 2.386  0.40
H16 0.847 3.637 2.994  0.49
O1 -1.362 -3.757 1.481  -0.66
As1 0.336 -3.316 1.701  0.66
O2 0.868 -3.946 3.098  -0.80
O3 0.414 -1.632 1.591  -0.42
C9 1.268 -4.133 0.197  -0.39
C10 2.201 -5.073 0.623  -0.78
C11 2.969 -5.784 -0.291  -0.59
C12 2.803 -5.566 -1.647  -0.64
C13 1.874 -4.635 -2.089  -0.65
C14 1.115 -3.916 -1.177  0.30
S5 0.008 -2.706 -1.878  1.25
O4 0.698 -1.406 -1.751  -0.73
O5 -0.266 -3.091 -3.237  -0.74
O6 -1.183 -2.691 -1.001  -0.88
H17 -1.579 -3.591 0.546  0.47
H18 2.305 -5.236 1.689  0.57
H19 3.688 -6.511 0.061  0.40
H20 3.390 -6.123 -2.366  0.40
H21 1.718 -4.463 -3.145  0.49
C15 -4.288 -1.778 1.795  -1.22
As2 -2.727 -0.637 2.033  0.36
C16 -2.073 -1.288 3.738  -1.12
C17 -3.589 1.006 2.655  -1.14
H22 -4.921 -1.742 2.681  0.45
H23 -3.939 -2.798 1.640  0.28
H24 -4.862 -1.458 0.926  0.37
H25 -2.855 -1.191 4.491  0.47
H26 -1.200 -0.705 4.024  0.24
H27 -1.779 -2.330 3.639  0.33
H28 -4.295 0.776 3.454  0.43
H29 -4.116 1.507 1.844  0.30
H30 -2.822 1.677 3.041  0.29
C18 -3.215 -0.888 -2.431  -1.29
As3 -2.129 0.565 -1.743  0.31
C19 -3.544 1.799 -1.245  -1.10
C20 -1.403 1.350 -3.389  0.06
C21 -2.416 1.512 -4.477  0.18
C22 -3.168 2.680 -4.592  -0.19
C23 -4.125 2.814 -5.588  -0.71
C24 -4.343 1.779 -6.485  -0.47
C25 -3.593 0.615 -6.386  -0.70
C26 -2.637 0.483 -5.390  -0.36
H31 -3.998 -0.484 -3.072  0.54
H32 -3.651 -1.420 -1.587  0.26
H33 -2.592 -1.589 -2.982  0.29
H34 -4.152 2.018 -2.122  0.50
H35 -3.132 2.717 -0.832  0.24
H36 -4.169 1.318 -0.493  0.34
H37 -0.589 0.689 -3.687  0.61
H38 -0.956 2.300 -3.100  -0.76
H39 -2.995 3.496 -3.898  0.43
H40 -4.697 3.729 -5.665  0.40
H41 -5.089 1.881 -7.263  0.39
H42 -3.751 -0.194 -7.088  0.41
H43 -2.051 -0.426 -5.319  0.45

(4)
ORCA calculation (ωB97M-V/def2-TZVPD) on C19H42F7NiSbSi4Te as an isolated structure.

As for the spin multiplicity: 4. As for the total energy: -4623.1158 a.u. Its maximum force is 0.56 eV/Å. The calculation puts the HOMO energy (alpha / beta) at -5.4 / -5.7 eV. As for the energy above the lowest of the compared OMol25 structures with the same formula, charge and spin: 4.4 kcal/mol. The charge is -1. The molecular weight is 823.93 g/mol.

Each line ends with the Mulliken charge.
Positions of all 75 atoms, in Å:
Ni1 -1.829 -1.729 -0.178  1.24
C1 -0.454 -4.059 -0.201  1.07
C2 -1.492 -3.915 -1.096  0.40
C3 -2.707 -3.808 -0.317  0.17
C4 -2.373 -3.849 1.082  0.55
C5 -1.010 -4.054 1.167  1.37
C6 -0.192 -4.341 2.373  -1.55
C7 -3.349 -3.711 2.206  -1.84
C8 -4.082 -3.767 -0.883  -1.67
C9 -1.440 -3.988 -2.588  -1.67
C10 0.994 -4.244 -0.499  -1.57
H1 0.690 -3.703 2.432  0.17
H2 0.155 -5.381 2.335  0.40
H3 -0.759 -4.195 3.287  0.39
H4 -3.855 -4.657 2.425  0.31
H5 -4.105 -2.963 1.964  0.33
H6 -2.843 -3.364 3.105  0.38
H7 -4.477 -4.786 -0.974  0.34
H8 -4.086 -3.314 -1.874  0.36
H9 -4.760 -3.206 -0.239  0.36
H10 -1.971 -4.872 -2.953  0.33
H11 -0.410 -4.053 -2.937  0.40
H12 -1.882 -3.094 -3.028  0.25
H13 1.272 -5.300 -0.423  0.36
H14 1.612 -3.694 0.213  0.25
H15 1.243 -3.899 -1.501  0.45
C11 0.687 5.144 0.341  -1.08
Si1 0.110 3.605 1.274  0.79
C12 -1.762 3.562 1.339  -1.10
C13 0.794 3.764 3.001  -0.90
Si2 0.904 1.857 -0.097  0.01
Te1 0.503 -0.590 0.512  -0.26
Si3 3.235 1.870 -0.437  0.44
C14 3.798 0.284 -1.275  -1.06
C15 3.699 3.300 -1.580  -1.12
C16 4.212 2.057 1.148  -1.05
Si4 -0.215 1.940 -2.182  0.28
C17 0.271 3.505 -3.124  -1.11
C18 0.272 0.447 -3.214  -0.63
C19 -2.076 1.953 -2.021  -0.91
H16 0.289 6.038 0.831  0.41
H17 0.368 5.159 -0.702  0.19
H18 1.777 5.216 0.363  0.20
H19 -2.113 4.252 2.111  0.40
H20 -2.122 2.562 1.591  0.26
H21 -2.207 3.861 0.390  0.34
H22 0.400 4.695 3.423  0.41
H23 1.884 3.816 3.002  0.26
H24 0.496 2.933 3.633  0.19
H25 3.384 0.175 -2.280  0.29
H26 3.510 -0.591 -0.691  0.24
H27 4.889 0.296 -1.354  0.36
H28 3.386 3.100 -2.606  0.28
H29 4.786 3.425 -1.582  0.39
H30 3.253 4.247 -1.269  0.29
H31 3.995 1.247 1.843  0.26
H32 3.983 2.994 1.661  0.25
H33 5.279 2.047 0.905  0.41
H34 1.346 3.676 -3.157  0.21
H35 -0.197 4.383 -2.676  0.30
H36 -0.092 3.431 -4.154  0.39
H37 1.337 0.427 -3.457  0.28
H38 -0.294 0.467 -4.150  0.40
H39 0.005 -0.475 -2.693  -0.14
H40 -2.447 2.856 -1.537  0.36
H41 -2.425 1.076 -1.475  0.07
H42 -2.504 1.909 -3.028  0.38
F1 -1.815 -1.147 -1.956  -0.68
F2 -2.912 -0.653 0.817  -0.89
Sb1 0.377 -0.384 3.253  1.83
F3 1.689 1.020 3.109  -0.51
F4 -0.991 0.935 3.343  -0.58
F5 0.552 -0.272 5.128  -0.60
F6 -0.949 -1.740 3.474  -0.57
F7 1.758 -1.731 3.309  -0.59

Q: Which value of molecular weight does entry 3 give?
A: 949.14 g/mol